Entry 1:
Computed, not measured: a single C4H5N3 molecule, with the ωB97M-V functional and the def2-TZVPD basis.

The calculation puts the LUMO energy at 0.8 eV. The calculation puts the HOMO energy at -7.9 eV. The SMILES is N=C=C1CN=CN1. The spin multiplicity is 1. The calculation puts the total energy at -8697.2999 eV. The total charge is 0. The relative energy (zero: lowest compared OMol25 entry of this formula, charge and spin) is 57.9 kcal per mole. The largest force on an atom is 0.56 eV/A. The HOMO-LUMO gap comes out at 8.69 eV.

Last column: natural (NBO) charge in e.
Cartesian coordinates (Å):
N1 2.78774 -0.87930 -0.17593  -0.597
C1 1.62567 -0.53666 0.07399  0.343
C2 0.38384 -0.16283 0.19772  -0.066
C3 -0.86786 -0.92023 -0.23410  -0.258
N2 -1.93498 0.08420 -0.17266  -0.448
C4 -1.40962 1.16190 0.25791  0.253
N3 -0.04144 1.16534 0.47392  -0.609
H1 2.92462 -0.64110 -1.16339  0.358
H2 -0.75681 -1.29742 -1.25798  0.209
H3 -1.11807 -1.77643 0.40435  0.212
H4 -1.96383 2.08218 0.41542  0.195
H5 0.39304 1.72630 1.19102  0.409

Entry 2:
Computed, not measured: a single C4H5N3 molecule, with the ωB97M-V functional and the def2-TZVPD basis.

The calculation puts the LUMO energy at 0.7 eV. The calculation puts the HOMO energy at -9.5 eV. The SMILES is N#C[C@H]1CN=CN1. The spin multiplicity is 1. The calculation puts the total energy at -8698.3385 eV. The total charge is 0. The relative energy (zero: lowest compared OMol25 entry of this formula, charge and spin) is 34.0 kcal per mole. The largest force on an atom is 1.21 eV/A. The HOMO-LUMO gap comes out at 10.25 eV.

Last column: natural (NBO) charge in e.
Cartesian coordinates (Å):
N1 2.80165 -0.94071 0.93105  -0.301
C1 1.83229 -0.59259 0.40277  0.266
C2 0.64825 -0.11783 -0.33122  -0.174
C3 -0.70730 -0.98098 -0.34608  -0.241
N2 -1.76146 -0.04384 0.01819  -0.449
C4 -1.20851 1.06456 0.30165  0.256
N3 0.16368 1.17504 0.14676  -0.618
H1 0.97813 0.00589 -1.37310  0.231
H2 -0.80461 -1.30039 -1.38053  0.206
H3 -0.83012 -1.88720 0.26937  0.220
H4 -1.76318 1.94732 0.60508  0.197
H5 0.69837 1.70868 0.81741  0.408

Entry 3:
Computed, not measured: a single C4H5N3 molecule, with the ωB97M-V functional and the def2-TZVPD basis.

The calculation puts the LUMO energy at 0.9 eV. The calculation puts the HOMO energy at -8.6 eV. The SMILES is Nc1cncnc1. The spin multiplicity is 1. The calculation puts the total energy at -8696.8989 eV. The total charge is 0. The relative energy (zero: lowest compared OMol25 entry of this formula, charge and spin) is 67.2 kcal per mole. The largest force on an atom is 5.21 eV/A. The HOMO-LUMO gap comes out at 9.47 eV.

Last column: natural (NBO) charge in e.
Cartesian coordinates (Å):
N1 0.73117 -1.74208 0.40341  -0.790
C1 0.29276 -0.48245 0.06542  0.098
C2 -0.94367 -0.09239 0.71894  0.053
N2 -1.48304 1.05190 0.56305  -0.438
C3 -0.58988 1.98119 -0.44067  0.168
N3 0.49921 1.65325 -1.02025  -0.406
C4 0.96481 0.36729 -0.76688  -0.076
H1 0.01214 -2.36865 0.73363  0.381
H2 1.41035 -2.17463 -0.19885  0.386
H3 -1.39163 -0.86176 1.36706  0.169
H4 -1.39988 2.58931 -0.16536  0.255
H5 1.89767 0.07902 -1.25948  0.200

Entry 4:
Computed, not measured: a single C4H5N3 molecule, with the ωB97M-V functional and the def2-TZVPD basis.

The calculation puts the LUMO energy at 0.7 eV. The calculation puts the HOMO energy at -9.4 eV. The SMILES is N#C[C@H]1CN=CN1. The spin multiplicity is 1. The calculation puts the total energy at -8698.1960 eV. The total charge is 0. The relative energy (zero: lowest compared OMol25 entry of this formula, charge and spin) is 37.3 kcal per mole. The largest force on an atom is 1.28 eV/A. The HOMO-LUMO gap comes out at 10.09 eV.

Last column: natural (NBO) charge in e.
Cartesian coordinates (Å):
N1 2.40149 -0.85937 1.38653  -0.306
C1 1.62159 -0.63793 0.56174  0.256
C2 0.67079 -0.15764 -0.45400  -0.168
C3 -0.68558 -0.91933 -0.50704  -0.241
N2 -1.64002 -0.15877 0.28825  -0.467
C4 -1.09763 0.96920 0.51396  0.257
N3 0.17562 1.18514 0.02928  -0.627
H1 1.16127 -0.33072 -1.43543  0.252
H2 -1.06288 -0.99432 -1.53888  0.205
H3 -0.54917 -1.93478 -0.13476  0.218
H4 -1.61889 1.76254 1.05027  0.199
H5 0.62341 2.07598 0.24007  0.423

Entry 5:
Computed, not measured: a single C4H5N3O molecule, with the ωB97M-V functional and the def2-TZVPD basis.

The calculation puts the LUMO energy at 0.9 eV. The calculation puts the HOMO energy at -7.6 eV. The SMILES is [H]/N=C/N1C=COC=N1. The spin multiplicity is 1. The calculation puts the total energy at -10743.8731 eV. The total charge is 0. The relative energy (zero: lowest compared OMol25 entry of this formula, charge and spin) is 86.3 kcal per mole. The largest force on an atom is 4.54 eV/A. The HOMO-LUMO gap comes out at 8.51 eV.

Last column: natural (NBO) charge in e.
Cartesian coordinates (Å):
H1 2.16222 -3.08560 -0.14081  0.360
N1 1.38294 -2.41921 0.02480  -0.724
C1 1.50230 -1.22171 -0.44110  0.288
N2 0.39532 -0.34467 -0.19233  -0.311
C2 -0.78846 -0.61915 0.50468  -0.104
C3 -1.69049 0.33375 0.69705  0.072
O1 -1.40720 1.58693 0.30823  -0.507
C4 -0.17968 1.86467 -0.31410  0.345
N3 0.66619 0.98281 -0.62341  -0.272
H2 2.29920 -0.67359 -0.85638  0.186
H3 -0.82159 -1.64261 0.82117  0.254
H4 -2.59605 0.27603 1.35085  0.216
H5 0.04060 2.75245 -0.78328  0.197

Entry 6:
Computed, not measured: a molecular structure, C4H5N3O, with the ωB97M-V functional and the def2-TZVPD basis.

The calculation puts the LUMO energy at 0.7 eV. The calculation puts the HOMO energy at -9.2 eV. The spin multiplicity is 1. The calculation puts the total energy at -10740.0108 eV. The total charge is 0. The relative energy (zero: lowest compared OMol25 entry of this formula, charge and spin) is 175.3 kcal per mole. The largest force on an atom is 12.19 eV/A. The HOMO-LUMO gap comes out at 9.86 eV.

Last column: natural (NBO) charge in e.
Cartesian coordinates (Å):
C1 1.36651 0.12064 -0.10064  0.651
C2 -1.35053 0.60348 -0.36985  0.137
C3 -0.95077 -0.38646 0.64073  -0.202
C4 0.22642 -0.80379 -0.04457  -0.188
H1 1.29920 2.30916 -0.74976  0.429
H2 -2.45880 0.15770 -1.00600  0.183
H3 -0.65610 0.17543 1.61937  0.195
H4 0.00385 -1.96889 1.74151  0.378
H5 0.17677 -0.93432 -1.09286  0.229
N1 0.71764 1.37740 -0.41876  -0.495
N2 -0.62269 1.45733 -0.77309  -0.266
N3 -0.31218 -1.88554 0.75915  -0.490
O1 2.56069 -0.22215 -0.20523  -0.561

Entry 7:
Computed, not measured: a single C4H5N3O molecule, with the ωB97M-V functional and the def2-TZVPD basis.

The calculation puts the LUMO energy at 0.2 eV. The calculation puts the HOMO energy at -8.2 eV. The SMILES is O=C1C=CNC=NN1. The spin multiplicity is 1. The calculation puts the total energy at -10745.3809 eV. The total charge is 0. The relative energy (zero: lowest compared OMol25 entry of this formula, charge and spin) is 51.5 kcal per mole. The largest force on an atom is 2.88 eV/A. The HOMO-LUMO gap comes out at 8.42 eV.

Last column: natural (NBO) charge in e.
Cartesian coordinates (Å):
O1 2.13474 -1.77254 0.37713  -0.579
C1 1.24076 -0.92592 0.20182  0.627
C2 -0.10956 -1.40596 -0.13344  -0.400
C3 -1.20817 -0.70015 -0.30528  0.058
N1 -1.30696 0.70129 -0.28896  -0.634
C4 -0.38494 1.68732 0.00877  0.198
N2 0.86643 1.55461 0.30939  -0.274
N3 1.55259 0.41670 0.38987  -0.461
H1 -0.21765 -2.48982 -0.15644  0.241
H2 -2.10919 -1.30004 -0.51595  0.221
H3 -2.23965 1.04007 -0.53164  0.404
H4 -0.75972 2.70494 0.05705  0.199
H5 2.54133 0.48949 0.58769  0.402

Entry 8:
Computed, not measured: a single C4H5N3O molecule, with the ωB97M-V functional and the def2-TZVPD basis.

The calculation puts the LUMO energy at 0.4 eV. The calculation puts the HOMO energy at -9.2 eV. The SMILES is [H]/N=c1/cnon1C=C. The spin multiplicity is 1. The calculation puts the total energy at -10741.4610 eV. The total charge is 0. The relative energy (zero: lowest compared OMol25 entry of this formula, charge and spin) is 141.9 kcal per mole. The largest force on an atom is 4.09 eV/A. The HOMO-LUMO gap comes out at 9.59 eV.

Last column: natural (NBO) charge in e.
Cartesian coordinates (Å):
H1 0.07227 -0.48582 -2.70147  0.352
N1 0.10539 0.53742 -2.25394  -0.661
C1 -0.16550 0.55531 -1.03552  0.360
C2 -0.54014 1.79675 -0.22373  -0.063
N2 -0.40229 1.59085 1.04328  -0.025
O1 -0.27282 0.24810 1.24597  -0.225
N3 -0.30639 -0.50902 -0.06195  -0.186
C3 0.64721 -1.66886 0.02101  -0.064
C4 0.81389 -2.16307 1.21303  -0.430
H2 -0.69403 2.81874 -0.69533  0.237
H3 1.02304 -1.91947 -1.05023  0.227
H4 1.36957 -3.15803 1.50516  0.235
H5 0.10193 -1.69566 2.03364  0.243

Entry 9:
Computed, not measured: a single C4H5N3O molecule, with the ωB97M-V functional and the def2-TZVPD basis.

The calculation puts the LUMO energy at 0.3 eV. The calculation puts the HOMO energy at -7.9 eV. The SMILES is C=C1N=CNN1C=O. The spin multiplicity is 1. The calculation puts the total energy at -10743.9819 eV. The total charge is 0. The relative energy (zero: lowest compared OMol25 entry of this formula, charge and spin) is 83.8 kcal per mole. The largest force on an atom is 7.16 eV/A. The HOMO-LUMO gap comes out at 8.18 eV.

Last column: natural (NBO) charge in e.
Cartesian coordinates (Å):
C1 0.50328 1.95360 0.07201  -0.472
C2 -0.26051 0.81373 -0.10240  0.243
N1 -1.59834 0.75183 -0.23005  -0.423
C3 -1.88852 -0.56755 -0.15940  0.231
N2 -0.71768 -1.34867 0.04827  -0.454
N3 0.31241 -0.36824 0.16957  -0.279
C4 1.54783 -0.85947 -0.12591  0.520
O1 2.63606 -0.29625 -0.19919  -0.548
H1 0.15557 2.95317 0.00065  0.208
H2 1.57329 1.99414 0.40510  0.227
H3 -2.85876 -0.99524 -0.28938  0.216
H4 -0.95402 -2.11603 0.77057  0.407
H5 1.54938 -1.91502 -0.35984  0.124